Here is a cluster of 2 separate species, C42H36NO3S in total at a distorted geometry from OMol25. Energies are from wB97M-V/def2-TZVPD.

Positions of all 83 atoms, in Å:
C 7.0596 -0.4874 -2.4438
C 5.6984 0.1388 -2.4052
C 5.1318 0.6329 -3.5820
C 3.8355 1.1346 -3.5999
C 3.0986 1.1493 -2.4107
S 1.4060 1.6821 -2.4610
N 0.5656 0.0459 -2.2595
C 0.7693 -0.9300 -3.3457
C 0.0175 -2.1761 -2.9904
C -0.8192 -2.7542 -3.9432
C -1.6250 -3.8380 -3.5862
C -1.5623 -4.3478 -2.2849
C -0.6862 -3.7905 -1.3424
C 0.1302 -2.7194 -1.7128
C -0.6555 0.1189 -1.7556
C -1.8006 0.0687 -1.2842
C -3.1550 0.4788 -1.5158
C -4.2112 -0.4477 -1.5274
C -5.4614 -0.0594 -2.0124
C -5.6587 1.2468 -2.4809
C -4.6443 2.2057 -2.3411
C -3.3961 1.8266 -1.8583
O 1.0036 2.3781 -1.2662
O 1.0693 2.1638 -3.7753
C 3.6898 0.7592 -1.2098
C 4.9698 0.2211 -1.2165
H 7.4074 -0.7231 -1.4349
H 7.0456 -1.4136 -3.0333
H 7.7774 0.1906 -2.9192
H 5.7153 0.6190 -4.5023
H 3.3841 1.5051 -4.5172
H 0.3902 -0.5114 -4.2879
H 1.8410 -1.1185 -3.4655
H -0.8449 -2.3137 -4.9428
H -2.2905 -4.2771 -4.3323
H -2.2029 -5.1809 -1.9985
H -0.6198 -4.1847 -0.3254
H 0.8175 -2.2618 -0.9991
H -4.0033 -1.4748 -1.2142
H -6.2823 -0.7792 -2.0315
H -6.6151 1.5301 -2.9251
H -4.8271 3.2459 -2.6132
H -2.5587 2.5275 -1.7921
H 3.1533 0.8771 -0.2735
H 5.4170 -0.1349 -0.2859
C -5.7333 4.0541 3.9798
C -4.9169 2.8723 3.5543
C -5.5232 1.6190 3.3516
C -4.8001 0.5665 2.8277
C -3.4147 0.7120 2.5040
C -2.7381 -0.3659 1.8939
C -1.3242 -0.4881 1.7890
C -0.5003 0.5438 1.2820
C 0.8636 0.3553 1.1566
C 1.4178 -0.8683 1.5246
O 2.7706 -1.1277 1.2805
C 3.6597 -0.8363 2.3265
C 4.3306 -1.9096 2.9101
C 5.0877 -1.6723 4.0564
C 5.2016 -0.3720 4.5584
C 4.5729 0.7000 3.9190
C 3.7811 0.4714 2.7904
C 0.6506 -1.8924 2.0942
C -0.7139 -1.7151 2.1720
C -2.7836 1.9424 2.8726
C -3.5330 2.9998 3.3593
H -5.1686 4.9800 3.8148
H -6.6624 4.1142 3.3977
H -6.0198 4.0009 5.0407
H -6.5713 1.4730 3.6226
H -5.2613 -0.4072 2.6493
H -3.3278 -1.2633 1.6936
H -0.9373 1.4702 0.9094
H 1.5055 1.1379 0.7592
H 4.2191 -2.9001 2.4731
H 5.5970 -2.5084 4.5406
H 5.8130 -0.1881 5.4419
H 4.6943 1.7222 4.2846
H 3.2661 1.2829 2.2771
H 1.1310 -2.8100 2.4432
H -1.3506 -2.5107 2.5649
H -1.7054 2.0473 2.7731
H -3.0500 3.9479 3.6163

Computed properties:
- strongest force on any atom (eV Å⁻¹) = 2.59
- charge = +1
- highest occupied orbital energy (eV) = -9.98
- LUMO level (eV) = -5.187